This record from the Open Molecules 2025 dataset describes a 2-piece molecular cluster, H4N2O3P overall in a non-equilibrium geometry. The level of theory is the ωB97M-V functional and the def2-TZVPD basis.

The charge is -1. Its total energy is -679.03851 Ha. The value obtained for the HOMO energy is -0.18858 hartree. The frontier orbital gap is 9.1 eV. The value obtained for the largest force on an atom is 3.6 eV Å⁻¹.

Last column: natural (NBO) charge in e.
Positions of all 10 atoms, in Å:
1 N 3.098887 -1.406466 0.290954  -1.365
2 N -1.753044 -0.127456 0.552116  -0.544
3 O 3.438431 1.268082 0.261955  -1.111
4 O 1.479501 0.224037 -0.908200  -1.194
5 O -1.353336 0.536079 -0.661487  -0.606
6 P 2.681109 0.070375 -0.075453  2.325
7 H 2.453182 -2.044937 -0.206785  0.356
8 H -1.208181 -1.135737 0.609460  0.323
9 H -1.332684 0.443703 1.406736  0.320
10 H -0.512085 0.212555 -0.912543  0.496

Atomic forces in eV per Å
0.10 0.12 0.02
2.40 -1.57 1.84
1.08 0.69 0.88
-1.71 0.23 -0.87
-2.25 0.17 0.98
-0.10 -1.82 -0.51
0.41 0.64 0.47
-1.52 3.31 -0.26
-0.69 -1.41 -2.39
2.28 -0.36 -0.16

=====

This record from the Open Molecules 2025 dataset describes C5H7NO as an isolated structure in a non-equilibrium geometry. The level of theory is the ωB97M-V functional and the def2-TZVPD basis.

Its total energy is -324.53232 Ha. The value obtained for the HOMO energy (spin up / spin down) is -0.23137 / -0.23128 hartree. The frontier orbital gap (spin up / spin down) is 6.1 / 6.1 eV. The value obtained for the largest force on an atom is 1.2 eV Å⁻¹.

Last column: natural (NBO) charge in e.
Positions of all 14 atoms, in Å:
1 O -1.478925 0.732333 1.733549  -0.640
2 C -0.667228 1.378424 1.132669  0.257
3 C -1.217659 -0.412802 -1.209191  -0.008
4 N -0.043240 -0.449656 -0.696614  -0.218
5 C 0.977613 0.627306 -0.667384  -0.217
6 C 0.862232 0.408610 0.819398  -0.398
7 C 0.361691 -0.989368 0.629933  -0.226
8 H -1.409463 0.275452 -2.022481  0.211
9 H -1.957143 -1.130602 -0.873138  0.215
10 H 0.572937 1.602056 -0.997187  0.202
11 H 1.874459 0.327258 -1.222504  0.195
12 H 1.577320 0.722422 1.574195  0.229
13 H 1.039061 -1.839098 0.527637  0.189
14 H -0.491661 -1.252338 1.271123  0.209

Atomic forces in eV per Å
0.82 0.67 -0.54
-0.68 -0.72 0.58
0.57 -0.19 -0.02
-0.66 -0.10 -0.34
0.06 0.19 -0.07
0.15 0.33 0.39
-0.09 -0.24 0.21
-0.06 0.01 0.10
0.02 0.15 0.00
0.08 -0.20 -0.07
-0.12 0.09 0.08
-0.10 0.02 -0.15
0.08 -0.03 -0.12
-0.07 0.03 -0.07

=====

This record from the Open Molecules 2025 dataset describes C27H25N4O5Pd as an isolated structure. The level of theory is the ωB97M-V functional and the def2-TZVPD basis.

The charge is +1. Its total energy is -1766.77272 Ha. The value obtained for the HOMO energy is -0.40101 hartree. The frontier orbital gap is 7.7 eV. The value obtained for the largest force on an atom is 0.2 eV Å⁻¹.

Last column: natural (NBO) charge in e.
Positions of all 62 atoms, in Å:
1 Pd 0.946458 1.998603 -1.786789  1.021
2 O 4.814182 2.830065 -1.817651  -0.565
3 C 3.611198 2.796684 -1.847031  0.734
4 O 2.875726 1.733931 -1.634044  -0.683
5 C 2.813153 4.049269 -2.133828  0.103
6 C 3.409313 5.272278 -2.364887  -0.192
7 C 2.599000 6.378994 -2.556947  -0.132
8 C 1.220584 6.227819 -2.488109  -0.230
9 C 0.695151 4.972595 -2.251053  0.048
10 N 1.480833 3.905891 -2.099202  -0.430
11 H 4.489309 5.317851 -2.379013  0.266
12 H 3.033326 7.351415 -2.745763  0.240
13 H 0.554284 7.069456 -2.609754  0.242
14 H -0.370540 4.814131 -2.154232  0.212
15 C -2.088614 1.223320 -1.977485  -0.244
16 O -1.144477 2.316131 -2.075389  -0.714
17 H -3.092240 1.617029 -2.123438  0.195
18 H -1.989006 0.802668 -0.983096  0.202
19 H -1.858393 0.456375 -2.713029  0.192
20 H -1.323635 2.783935 -2.898546  0.501
21 C -3.663180 -2.591584 1.368461  -0.257
22 O -2.751679 -2.979067 0.340354  -0.514
23 C -2.268433 -4.238119 0.379535  0.378
24 C -2.598111 -5.194454 1.332863  -0.304
25 C -2.031237 -6.461389 1.267889  -0.162
26 C -1.137395 -6.798923 0.264646  -0.235
27 C -0.798220 -5.846295 -0.684492  -0.176
28 C -1.352008 -4.581414 -0.619837  -0.006
29 N -1.010193 -3.601742 -1.609124  -0.485
30 C -0.362412 -2.472915 -1.438152  0.251
31 C 0.325257 -1.972653 -0.323490  -0.234
32 C 0.620037 -2.716320 0.855871  -0.142
33 C 1.427793 -2.201820 1.820640  -0.257
34 C 1.989149 -0.918034 1.635766  -0.113
35 C 1.719255 -0.159040 0.533525  -0.320
36 C 0.847195 -0.640431 -0.475019  0.451
37 O 0.495359 0.062224 -1.503501  -0.733
38 H -3.918699 -1.556794 1.168290  0.206
39 H -3.195646 -2.652834 2.350934  0.201
40 H -4.565137 -3.205213 1.336901  0.184
41 H -3.295814 -4.961600 2.123093  0.235
42 H -2.300981 -7.193325 2.017466  0.230
43 H -0.703791 -7.787587 0.221684  0.233
44 H -0.091015 -6.073607 -1.472379  0.229
45 H -1.371644 -3.769624 -2.537130  0.418
46 H -0.329894 -1.844273 -2.321224  0.232
47 H 0.225571 -3.714681 0.972408  0.228
48 H 1.662491 -2.776687 2.704968  0.229
49 H 2.662962 -0.524650 2.387737  0.222
50 H 2.180937 0.807457 0.395895  0.243
51 N -2.297148 -0.193869 3.492312  -0.299
52 C -1.478520 0.552852 3.189387  0.281
53 C -0.472817 1.495066 2.783926  -0.211
54 C 0.628652 1.780072 3.580825  -0.104
55 C 1.570028 2.666415 3.093345  -0.250
56 C 1.378315 3.218105 1.834617  0.056
57 N 0.321161 2.956883 1.063365  -0.437
58 C -0.585386 2.116684 1.543718  0.084
59 H 0.739711 1.314131 4.550666  0.240
60 H 2.445124 2.924367 3.672892  0.240
61 H 2.112514 3.900701 1.420891  0.205
62 H -1.447754 1.915543 0.918779  0.197

Atomic forces in eV per Å
-0.16 -0.03 -0.02
0.01 0.01 0.04
0.03 -0.07 -0.13
0.05 0.02 0.07
-0.03 0.03 0.04
0.01 -0.02 0.02
-0.02 0.01 0.00
0.03 0.01 0.00
-0.03 0.01 0.01
0.06 0.03 -0.01
0.00 0.00 0.00
0.00 0.00 0.00
0.01 0.00 0.00
0.01 -0.02 -0.01
0.04 0.00 0.00
-0.08 0.00 0.04
-0.01 0.00 0.02
0.00 -0.01 0.00
-0.01 -0.01 -0.01
0.08 -0.01 -0.03
0.00 -0.02 0.02
-0.01 0.03 0.02
-0.02 -0.01 0.01
0.00 0.00 0.00
0.00 0.00 0.00
0.00 0.01 0.00
0.00 0.00 0.00
0.02 -0.02 -0.03
-0.03 -0.02 -0.01
0.03 0.03 0.00
-0.01 -0.02 0.02
0.00 -0.02 -0.03
0.02 0.03 0.01
0.00 -0.03 0.01
-0.01 0.00 -0.03
0.04 -0.01 -0.01
0.00 0.00 0.03
0.00 0.02 -0.01
0.01 0.00 0.01
0.00 0.00 0.00
0.00 0.01 0.00
0.00 0.00 0.00
0.00 0.00 0.00
0.00 0.00 0.00
0.00 0.00 0.01
0.00 0.00 0.00
0.00 0.02 0.00
0.00 0.00 0.00
0.00 0.00 0.00
0.00 0.00 0.01
0.02 -0.05 -0.04
-0.03 0.06 0.03
-0.03 -0.05 -0.04
0.00 -0.02 0.04
0.04 0.01 -0.02
0.01 0.01 -0.07
0.00 0.03 0.13
0.01 0.01 -0.07
0.00 0.00 0.00
0.00 0.00 -0.01
0.00 0.01 0.01
-0.01 0.00 0.00

=====

This record from the Open Molecules 2025 dataset describes C28H34IN4SnTe as an isolated structure. The level of theory is the ωB97M-V functional and the def2-TZVPD basis.

The charge is +1. Its total energy is -2086.18576 Ha. The value obtained for the HOMO energy is -0.37700 hartree. The frontier orbital gap is 8.1 eV. The value obtained for the largest force on an atom is 0.1 eV Å⁻¹.

Last column: natural (NBO) charge in e.
Positions of all 69 atoms, in Å:
1 Sn -0.615983 -0.560350 1.103776  1.163
2 N 1.001205 1.253876 0.758579  -0.904
3 C 0.611159 2.491211 1.466914  -0.230
4 C 0.473136 2.244809 2.957847  -0.235
5 N -0.636472 1.347030 3.261387  -0.467
6 C -0.435149 0.521973 4.443325  -0.242
7 C 0.790039 -0.374265 4.321250  -0.235
8 N 0.852911 -1.027411 2.991429  -0.896
9 C -1.904828 2.085445 3.272856  -0.222
10 C -3.119981 1.324207 3.783158  -0.231
11 N -3.304286 0.037837 3.118498  -0.844
12 H 1.957267 0.993023 0.987222  0.385
13 H 0.999692 1.441286 -0.244835  0.421
14 H -0.340288 2.813222 1.042829  0.212
15 H 1.330516 3.292338 1.284964  0.212
16 H 0.364369 3.209742 3.471941  0.202
17 H 1.405639 1.809478 3.322356  0.197
18 H -1.305964 -0.127391 4.529015  0.234
19 H -0.358601 1.111343 5.369395  0.192
20 H 0.727792 -1.135791 5.098097  0.222
21 H 1.716328 0.170115 4.499666  0.199
22 H 0.780261 -2.035983 3.087701  0.411
23 H 1.757701 -0.879237 2.556100  0.395
24 H -2.101951 2.423697 2.250819  0.198
25 H -1.813019 2.989802 3.893376  0.189
26 H -3.970600 2.007128 3.672612  0.194
27 H -3.021130 1.140444 4.855050  0.194
28 H -3.434093 0.162559 2.120758  0.367
29 H -4.135321 -0.421549 3.471420  0.374
30 I -1.544820 -3.481268 2.170183  0.244
31 C 0.318718 -4.171131 1.479957  -0.130
32 C 0.643188 -5.446140 1.850046  -0.240
33 C 1.818919 -6.046868 1.361935  -0.205
34 C 2.606594 -5.361112 0.488745  -0.180
35 C 2.281677 -4.041458 0.091695  0.030
36 C 3.103399 -3.380847 -0.855678  -0.186
37 C 2.802815 -2.121355 -1.268346  -0.220
38 C 1.697647 -1.451990 -0.697534  -0.247
39 C 0.869880 -2.016258 0.245115  -0.542
40 C 1.132307 -3.378860 0.615524  -0.171
41 H -0.011294 -6.008241 2.501922  0.233
42 H 2.068037 -7.054499 1.665091  0.231
43 H 3.496491 -5.817842 0.073671  0.221
44 H 3.961761 -3.909419 -1.251596  0.219
45 H 3.410610 -1.623283 -2.013384  0.219
46 H 1.511475 -0.441707 -1.048745  0.197
47 Te -1.949174 0.803516 -2.238159  0.556
48 C -2.130347 0.587138 -4.326301  -0.288
49 C -2.842686 1.528189 -5.062518  -0.164
50 C -2.955575 1.384160 -6.437955  -0.222
51 C -2.363934 0.302815 -7.076063  -0.194
52 C -1.659888 -0.639356 -6.340549  -0.194
53 C -1.543075 -0.500895 -4.964150  -0.240
54 C -0.210970 2.006363 -2.282157  -0.278
55 C 0.991009 1.499637 -2.777130  -0.284
56 C 2.143447 2.272637 -2.741679  -0.151
57 C 2.107803 3.554281 -2.203906  -0.229
58 C 0.912220 4.068559 -1.723830  -0.213
59 C -0.246284 3.300225 -1.768825  -0.256
60 H -3.307436 2.370127 -4.566134  0.214
61 H -3.508997 2.116822 -7.010506  0.223
62 H -2.456039 0.192351 -8.148436  0.223
63 H -1.204112 -1.486541 -6.836181  0.221
64 H -1.002685 -1.242426 -4.389322  0.220
65 H 1.022177 0.501562 -3.198101  0.230
66 H 3.069640 1.876641 -3.138386  0.216
67 H 3.006720 4.156105 -2.178271  0.227
68 H 0.873670 5.076414 -1.330009  0.226
69 H -1.183235 3.715366 -1.417536  0.228

Atomic forces in eV per Å
-0.01 -0.04 0.05
0.01 0.04 0.03
-0.04 -0.03 -0.02
0.01 0.01 0.02
0.03 0.01 0.00
-0.04 -0.03 0.02
-0.04 -0.04 0.00
0.05 0.00 -0.02
0.00 -0.03 -0.01
0.01 0.02 0.03
0.00 -0.02 -0.03
0.02 0.02 0.00
0.00 0.00 0.02
0.01 0.02 0.01
0.02 -0.01 0.00
-0.01 0.00 0.01
0.00 0.02 -0.01
-0.01 0.03 0.00
0.04 -0.01 0.00
0.03 0.02 0.02
-0.01 0.01 -0.03
-0.04 0.01 0.00
0.02 -0.03 0.02
-0.03 -0.01 0.01
0.03 0.01 -0.02
-0.01 -0.02 -0.02
0.02 0.00 -0.01
-0.03 0.03 0.00
-0.01 0.00 0.00
0.01 0.07 -0.02
0.03 -0.03 0.00
-0.02 0.00 0.01
0.01 0.01 -0.01
0.00 0.00 0.00
0.00 0.00 -0.01
0.00 0.00 0.01
-0.01 -0.01 0.00
0.01 0.02 -0.02
0.00 0.02 -0.01
-0.02 0.01 0.01
0.00 0.00 0.00
0.00 0.00 0.00
0.00 0.00 0.00
0.00 0.00 0.00
0.01 0.00 0.00
0.00 -0.04 0.02
-0.08 -0.02 -0.01
0.06 -0.03 -0.01
0.01 0.00 0.00
0.01 0.00 0.00
0.00 0.01 0.00
0.00 0.00 0.00
-0.02 0.00 0.00
0.00 0.02 0.01
-0.02 0.01 -0.03
0.00 0.01 0.00
0.00 0.00 0.00
0.00 0.00 -0.02
0.00 0.00 0.00
0.00 0.00 0.00
0.00 0.00 0.00
0.00 0.00 0.00
0.00 0.00 0.00
0.00 0.00 0.00
0.00 0.01 0.00
0.00 0.00 0.00
0.00 0.00 0.00
0.00 0.00 0.00
0.00 0.00 0.00